Density functional theory data (the ωB97M-V functional and the def2-TZVPD basis) for the molecule C5H10N2O4.

```
21
Properties=species:S:1:pos:R:3:forces:R:3
N -2.463126 0.524555 -2.267171 1.4 2.9 -3.9
C -1.280014 0.779374 -1.573132 1.0 -1.2 3.9
C -1.652282 0.047152 -0.149295 2.1 1.0 1.1
O -2.750383 0.069334 0.398758 2.2 -0.5 -1.5
N -0.495848 -0.565664 0.482369 -2.5 0.4 -1.0
C 0.807446 -0.019289 0.499289 1.9 -0.6 0.1
C 1.356753 -0.138433 1.946926 -0.7 3.2 1.2
O 2.685082 0.268084 2.245051 -1.1 -1.9 0.0
C 1.749041 -0.756372 -0.361534 4.3 -1.0 -3.4
O 2.925754 -0.394946 -0.717296 -5.3 -1.2 1.9
O 1.249371 -1.916256 -0.864781 0.1 -0.4 0.0
H -2.887588 1.416754 -2.526747 -0.4 -1.0 0.1
H -2.985330 -0.048307 -1.720601 -2.7 -1.4 1.3
H -0.281982 0.401360 -1.937166 -1.2 0.1 -0.1
H -1.102613 1.815471 -1.216678 -0.2 -0.2 -0.5
H -0.673942 -0.731033 1.422078 -1.4 -0.9 1.9
H 0.818265 0.944522 0.083845 0.2 1.9 0.1
H 1.200390 -1.073614 2.399801 0.3 -1.9 -0.2
H 0.613211 0.446155 2.563233 0.6 0.1 -0.4
H 2.849240 1.128312 1.916402 0.2 1.4 -0.6
H 0.318553 -2.197159 -0.623350 1.5 1.2 0.1
```
Positions in Å, forces in eV/Å.

For the lowest unoccupied orbital energy, the calculation gives 0.36 eV. The strongest force on any atom is 5.72 eV/Å. For the HOMO energy, the calculation gives -9.95 eV. The value obtained for the energy above the lowest of the compared OMol25 structures with the same formula, charge and spin is 55.9 kcal per mole.